Below is an isolated molecule of C20H22BrNO4 at a distorted geometry, with properties calculated with the ωB97M-V functional and the def2-TZVPD basis.

Results
- HOMO energy: -8.7 eV
- Structure (SMILES): O=C(NC1CCCCC1)c1cc2cc(Br)cc(OCC3CC3)c2oc1=O
- Maximum force: 5.263 eV/A

ORCA input file:
```
! RIJCOSX wB97M-V def2-TZVPD def2/J DEFGRID3
* xyz 0 1
Br -1.66769 5.27607 -2.89780
O -0.32116 0.89869 0.90705
O -1.64713 -2.31530 -2.30085
O 0.10703 3.61474 1.49436
O -0.09908 -1.32286 1.20316
N -0.68772 -3.26847 -0.49514
C -0.35496 6.02430 2.03183
C 2.32051 -5.62054 -0.26439
C -0.42030 -0.40306 0.50803
C -1.67043 2.50375 -2.10272
C -1.02920 -0.81743 -0.73892
C 2.15685 -4.25167 -0.93740
C -0.27934 -5.93569 -0.26580
C -1.45870 0.18532 -1.61986
C -1.13510 3.79523 -1.90926
C 1.02460 -4.50863 -1.88623
C -0.23507 3.25945 0.27233
C -0.56065 1.91168 -0.03762
C -0.43196 4.18643 -0.73203
C -1.24399 1.54404 -1.27521
C -1.25404 -2.17927 -1.13416
C 1.08129 -6.01700 0.44954
C 0.70047 4.93548 1.74450
C -0.04239 7.36129 2.72931
C -0.73490 6.14118 3.47605
C -0.36984 -4.62472 -1.10668
H 1.23185 -7.06241 0.85316
H 1.22481 -5.39695 -2.50443
H 0.92833 7.60824 3.04850
H -0.10235 5.65449 4.23169
H 1.27374 4.76306 2.58768
H 2.06085 -3.49365 -0.19705
H -0.16810 -6.74494 -1.01325
H 2.54065 -6.32740 -0.99842
H 3.15129 -5.62656 0.40145
H 1.48159 5.25581 1.05871
H -1.17505 -4.81054 -1.88027
H -0.37463 5.30684 -0.65164
H -1.76944 6.27018 3.78298
H 3.05423 -4.03368 -1.53310
H 0.96740 -5.38009 1.27101
H -0.20274 -3.12102 0.38166
H -2.34856 2.42161 -2.89371
H -1.06704 -6.09225 0.43886
H 1.03138 -3.71199 -2.59068
H -1.94789 -0.16649 -2.63842
H -0.48334 8.28131 2.44146
H -1.05408 6.03343 1.29175
*
```

***

Below is a structure of composition C12H36AlO6S6 at a distorted geometry, with properties calculated with the ωB97M-V functional and the def2-TZVPD basis.

Results
- HOMO energy: -16.5 eV
- Maximum force: 4.033 eV/A

ORCA input file:
```
! RIJCOSX wB97M-V def2-TZVPD def2/J DEFGRID3
* xyz 3 1
S -2.51623 -0.50378 2.28541
S -3.44285 2.57233 -1.20681
S 1.03878 -3.63835 1.05794
S -0.87906 0.54235 -4.86935
S 0.87940 -0.15347 3.56767
S 4.19754 1.15355 0.79136
Al 0.13953 0.40486 -0.75233
O 0.50237 -0.10028 2.08852
O 2.76889 0.66388 0.37831
O -0.70372 0.94270 -3.40780
O -2.07373 0.08587 0.94157
O -1.99662 2.08716 -1.26577
O 0.80469 -2.18684 0.54600
C 5.33302 -0.36685 0.86466
C 2.88131 -3.75908 0.42132
C 1.83488 1.40089 3.78145
C -2.29003 -2.36654 2.03060
C 5.00245 1.97207 -0.70056
C -2.57417 -0.09596 -5.04080
C 0.28813 -4.91285 -0.11868
C -3.34888 4.31509 -1.95614
C 2.24236 -1.35805 3.67870
C -1.08670 2.06632 -5.83357
C -3.71390 3.12024 0.56130
C -4.31474 -0.58866 2.52211
H 1.71280 1.76116 4.80293
H -3.26838 4.27750 -3.04252
H -0.77834 -4.87945 0.10406
H -0.88632 1.92522 -6.89566
H 0.48834 -4.69143 -1.16702
H -1.30577 -2.74656 2.30430
H 3.30878 -2.88084 0.90513
H -2.74299 -0.31142 -6.09588
H 6.37681 -0.13867 1.08035
H 3.26288 -4.70801 0.79820
H 1.39731 2.22780 3.22211
H -2.09889 2.44884 -5.70221
H 2.91164 -1.06426 2.87010
H 4.84164 1.26851 -1.51742
H -2.34472 -2.55778 0.95890
H 5.18823 -1.06300 0.03851
H 2.84005 -3.61733 -0.65864
H 1.74149 -2.31362 3.52335
H -4.41579 3.93248 0.75027
H 5.04649 -0.91129 1.76444
H 0.82592 -5.83390 0.10611
H -4.30764 4.76834 -1.70424
H -4.59066 -0.81227 3.55262
H -4.65787 0.42306 2.30576
H -4.91274 -1.35701 2.03208
H -3.98162 2.38542 1.32053
H -3.27350 0.62059 -4.61002
H -3.12778 -2.81300 2.56629
H 6.05383 2.18894 -0.51165
H -2.59690 -0.98187 -4.40616
H -2.55246 4.86014 -1.44944
H 4.36559 2.76081 -1.10104
H 2.91074 1.35991 3.61124
H 2.75334 -1.32649 4.64100
H -2.83589 3.68896 0.86753
H -0.32032 2.81392 -5.62901
*
```

***

Below is a structure of composition C6H17KNO2 at a distorted geometry, with properties calculated with the ωB97M-V functional and the def2-TZVPD basis.

Results
- HOMO energy (alpha / beta): -16.6 / -16.6 eV
- Maximum force: 3.220 eV/A

ORCA input file:
```
! RIJCOSX wB97M-V def2-TZVPD def2/J DEFGRID3
* xyz 2 2
K -1.73025 -2.19057 -1.35881
O -0.58065 -4.36876 0.06403
O 1.21848 2.75973 -0.92457
N -0.37015 0.30764 -0.59144
C -1.43995 1.13127 1.38498
C 1.20742 -2.81617 0.55986
C 0.51993 3.44198 -1.89409
C -0.73550 1.59913 0.03302
C 0.50024 2.50178 0.25227
C 0.18419 -3.77710 1.14036
H 2.06136 -2.53660 1.17689
H -0.84642 0.49635 2.04277
H 0.06610 4.32795 -1.45001
H 0.70718 -1.98670 0.06003
H -0.13136 -5.11245 -0.34422
H 0.21595 3.43116 0.74576
H 1.24326 1.98917 0.86322
H -1.45438 2.10179 -0.61402
H 0.62450 0.14512 -0.65741
H -1.81872 1.97530 1.96139
H -2.18690 0.41013 1.05312
H -0.50503 -3.15374 1.71000
H 0.71756 -4.59790 1.61985
H -0.19551 2.87161 -2.48647
H -0.39210 0.66719 -1.53502
H 1.83540 -3.30871 -0.18254
H 1.28539 3.69134 -2.62893
*
```

***

Below is a structure of composition C4H4O2Sr at a distorted geometry, with properties calculated with the ωB97M-V functional and the def2-TZVPD basis.

Results
- HOMO energy (alpha / beta): -14.3 / -14.3 eV
- Maximum force: 5.792 eV/A

ORCA input file:
```
! RIJCOSX wB97M-V def2-TZVPD def2/J DEFGRID3
* xyz 2 1
Sr 3.25010 -1.12516 0.35747
O 1.14120 0.26858 0.36672
O -3.76038 0.54527 0.10175
C -2.10509 -0.94259 -0.49029
C -1.26116 -0.17230 0.54723
C -3.45253 -0.34277 -0.71613
C 0.08296 -0.30478 0.38762
H -2.30381 -1.97910 -0.17675
H -1.33964 0.53533 1.38749
H -1.64267 -0.99159 -1.48895
H -2.78738 0.59260 0.84011
*
```

***

Below is a cluster of 2 separate species, C2H4Cl2N2 in total at a distorted geometry, with properties calculated with the ωB97M-V functional and the def2-TZVPD basis.

Results
- HOMO energy: -8.8 eV
- Maximum force: 4.152 eV/A

ORCA input file:
```
! RIJCOSX wB97M-V def2-TZVPD def2/J DEFGRID3
* xyz 0 1
Cl -2.72624 -1.11418 1.59628
Cl -1.67297 0.10520 -0.88750
N 1.45537 0.53172 0.03296
N 1.43238 -0.36935 0.71613
C 1.74920 1.58344 -0.63829
C -1.51237 -1.28226 0.28566
H -1.49455 -2.24484 -0.16624
H 1.88619 1.46187 -1.66633
H -0.43773 -1.21917 0.82590
H 1.32073 2.54757 -0.09858
*
```

***

Below is a structure of composition C6H5LuN2O6 at a distorted geometry, with properties calculated with the ωB97M-V functional and the def2-TZVPD basis.

Results
- HOMO energy (alpha / beta): -15.5 / -15.3 eV
- Maximum force: 5.579 eV/A

ORCA input file:
```
! RIJCOSX wB97M-V def2-TZVPD def2/J DEFGRID3
* xyz 2 1
Lu -0.82844 -0.00621 0.47289
O -0.64202 0.53612 2.48553
O 1.81008 2.16885 -0.45144
O -0.59214 1.93828 -2.63674
O -1.00048 -3.52037 -0.46050
O 0.65567 -0.69445 -2.72178
O 2.32179 -1.52478 0.86468
N -0.35437 -0.96996 4.18102
N 0.15841 1.27740 4.45706
C -0.28261 0.27676 3.69110
C -0.82408 1.14548 -1.77515
C 0.92143 1.54119 -0.06443
C -0.99192 -2.39499 -0.21176
C 1.29290 -1.04879 0.65448
C 0.07167 -0.31651 -1.76957
H 0.25312 2.18491 4.01952
H 0.47436 1.12002 5.40664
H -0.08694 -1.13882 5.14564
H -1.69722 1.17170 -0.95909
H -0.68161 -1.72982 3.58770
*
```